1.
DFT (ωB97M-V/def2-TZVPD) results for 2 unconnected molecules or ions with the total composition C19H17N7O6 at a distorted geometry.

Properties
Orbital gap: 5.752 eV
E: -42680.36576 eV

```
! wB97M-V def2-TZVPD RIJCOSX def2/J DEFGRID3
* xyz 0 1
C 0.098 -3.522 3.677
C -0.778 -2.324 3.563
C -0.225 -1.036 3.524
N 1.186 -0.925 3.607
C 2.037 -1.772 2.929
N 3.270 -1.272 3.135
C 4.408 -1.795 2.424
C 3.239 -0.235 4.092
C 1.941 0.030 4.311
C -1.027 0.100 3.303
C -0.380 1.413 3.019
C -2.420 -0.066 3.258
C -2.998 -1.333 3.387
C -4.493 -1.471 3.401
C -2.165 -2.453 3.497
H -0.549 -4.407 3.627
H 0.835 -3.540 2.847
H 0.640 -3.574 4.634
H 3.975 -2.608 1.827
H 4.867 -1.050 1.760
H 5.177 -2.179 3.101
H 4.106 0.165 4.579
H 1.481 0.803 4.893
H -1.148 2.170 2.810
H 0.209 1.774 3.878
H 0.283 1.362 2.138
H -3.059 0.809 3.122
H -4.789 -2.515 3.572
H -4.937 -0.852 4.197
H -4.926 -1.138 2.444
H -2.580 -3.462 3.546
O 4.015 4.622 -4.155
N 3.695 3.574 -3.616
C 3.196 3.201 -2.383
C 2.943 1.799 -2.442
N 3.333 1.260 -3.620
O 3.781 2.382 -4.344
C 2.261 1.154 -1.316
N 1.962 -0.252 -1.163
O 2.190 -1.040 -2.099
O 1.439 -0.599 -0.043
C 1.863 1.927 -0.218
C 2.060 3.319 -0.276
N 1.456 4.303 0.504
O 0.767 4.251 1.509
O 1.799 5.554 -0.091
N 2.588 5.378 -1.207
C 2.731 4.019 -1.306
H 1.366 1.501 0.649
*
```

***

2.
DFT (ωB97M-V/def2-TZVPD) results for a molecular structure, C23H27HfOSi at a distorted geometry.

Properties
Orbital gap: 4.620 eV
E: -35506.19703 eV

```
! wB97M-V def2-TZVPD RIJCOSX def2/J DEFGRID3
* xyz 1 1
C 0.447 -1.493 1.562
C -0.931 -1.734 0.992
C -0.800 -2.340 -0.299
H -1.783 -1.887 1.693
C 0.624 -2.259 -0.695
C 1.359 -1.577 0.355
H 2.441 -1.644 0.555
H 0.755 -2.255 2.302
H -1.621 -2.690 -0.909
H 1.018 -2.662 -1.634
C -1.015 2.266 0.244
C -0.683 1.976 1.546
C 0.656 1.354 1.653
H -1.349 2.008 2.419
C 1.245 1.538 0.267
C 0.230 2.215 -0.549
H 0.361 2.789 -1.482
H -2.018 2.506 -0.147
H 1.333 1.866 2.393
H 2.329 1.706 0.172
Hf -0.153 -0.084 -0.450
O -0.289 -0.154 -3.877
C -1.412 -0.885 -4.403
C -0.111 -0.922 -5.128
H -1.685 -1.771 -3.821
H -2.216 -0.299 -4.860
H 0.468 -1.853 -5.023
H 0.815 -1.925 -7.487
C 0.568 -0.862 -7.562
C 0.092 -0.193 -6.400
C -0.271 1.160 -6.539
H -0.661 1.704 -5.676
C -0.121 1.824 -7.762
H -0.384 2.881 -7.834
C 0.358 1.156 -8.891
H 0.469 1.676 -9.844
C 0.697 -0.199 -8.787
H 1.064 -0.742 -9.664
C -1.560 0.900 5.843
Si -0.038 -0.008 5.288
C 1.524 0.882 5.808
C -0.001 -1.788 5.837
C -0.148 -0.049 3.454
C 0.453 -0.112 2.299
H -1.607 0.927 6.933
H -2.458 0.400 5.467
H -1.575 1.931 5.474
H 1.584 0.916 6.899
H 2.438 0.390 5.456
H 1.563 1.920 5.457
H -0.882 -2.328 5.473
H 0.885 -2.320 5.470
H 0.001 -1.846 6.927
*
```

***

3.
DFT (ωB97M-V/def2-TZVPD) results for a molecular structure, C44H34F3N10O5SbV.

Properties
⟨S²⟩: 3.7616
Orbital gap (spin up / spin down): 6.305 / 6.986 eV
E: -111700.66571 eV

```
! wB97M-V def2-TZVPD RIJCOSX def2/J DEFGRID3
* xyz 0 4
V 0.261 1.960 0.232
C 1.527 -1.248 3.322
C 1.651 -0.227 2.226
N 0.648 0.489 1.842
N -0.517 0.250 2.542
C -1.464 1.120 2.270
O -1.352 2.124 1.490
C -2.779 0.889 2.930
C -3.901 1.541 2.429
C -5.152 1.301 2.980
C -5.284 0.417 4.042
C -4.164 -0.228 4.550
C -2.916 0.004 3.995
C 2.955 -0.056 1.543
C 4.122 -0.607 2.079
C 5.320 -0.451 1.405
C 5.332 0.249 0.210
C 4.133 0.790 -0.230
N 2.982 0.660 0.415
H 0.515 -1.642 3.326
H 2.235 -2.063 3.185
H 1.702 -0.795 4.303
H -3.780 2.222 1.597
H -6.024 1.801 2.577
H -6.260 0.227 4.471
H -4.267 -0.925 5.372
H -2.039 -0.510 4.364
H 4.096 -1.142 3.016
H 6.232 -0.874 1.807
H 6.239 0.384 -0.362
H 4.102 1.357 -1.157
N 2.885 4.784 2.149
C 1.793 4.025 2.298
N 1.544 3.415 1.163
C 2.545 3.844 0.335
N 3.379 4.684 0.900
C 2.604 3.333 -1.035
C 3.492 3.783 -1.999
N 3.513 3.266 -3.222
C 2.638 2.296 -3.475
C 1.739 1.839 -2.523
N 1.718 2.361 -1.299
H 3.344 5.369 2.826
H 1.222 3.940 3.208
H 4.197 4.572 -1.769
H 2.651 1.864 -4.468
H 1.031 1.045 -2.726
C -0.719 5.719 -0.520
C -1.388 4.537 -1.126
N -1.003 3.286 -0.995
C -1.922 2.514 -1.664
C -2.879 3.319 -2.213
N -2.515 4.594 -1.865
C -4.101 3.113 -3.031
O -4.420 1.874 -3.317
O -4.722 4.082 -3.407
C -1.780 1.030 -1.651
O -2.594 0.340 -2.281
O -0.799 0.599 -0.968
H -0.863 5.712 0.562
H -1.123 6.648 -0.919
H 0.352 5.691 -0.721
H -3.049 5.405 -2.141
H -3.779 1.215 -2.891
F 3.791 -7.435 -0.408
C 3.108 -6.277 -0.534
C 3.610 -5.142 0.068
C 2.900 -3.956 -0.076
C 1.705 -3.902 -0.793
C 1.239 -5.074 -1.386
C 1.936 -6.269 -1.263
Sb 0.706 -1.995 -0.896
C -0.452 -2.384 -2.648
C -1.619 -3.143 -2.641
C -2.356 -3.336 -3.801
C -1.907 -2.755 -4.970
F -2.618 -2.937 -6.102
C -0.757 -1.995 -5.023
C -0.037 -1.815 -3.850
C -0.809 -2.542 0.518
C -2.072 -1.949 0.487
C -3.025 -2.250 1.448
C -2.693 -3.140 2.449
F -3.611 -3.431 3.398
C -1.458 -3.749 2.516
C -0.520 -3.445 1.536
H 4.537 -5.193 0.624
H 3.298 -3.054 0.381
H 0.319 -5.063 -1.958
H 1.584 -7.184 -1.722
H -1.974 -3.582 -1.716
H -3.268 -3.917 -3.808
H -0.446 -1.557 -5.962
H 0.870 -1.220 -3.882
H -2.324 -1.249 -0.300
H -4.006 -1.791 1.440
H -1.245 -4.450 3.312
H 0.448 -3.934 1.575
*
```

***

4.
DFT (ωB97M-V/def2-TZVPD) results for 2 unconnected molecules or ions with the total composition C4H13N3O.

Properties
Orbital gap: 9.169 eV
E: -10875.72313 eV
SMILES string: N/C=N/N.CC(C)O

```
! wB97M-V def2-TZVPD RIJCOSX def2/J DEFGRID3
* xyz 0 1
N -2.622 -0.031 -0.346
C -2.103 0.675 0.714
N -1.293 1.633 0.525
N -0.773 2.318 1.592
H -3.549 -0.408 -0.215
H -2.491 0.424 -1.244
H -2.394 0.309 1.705
H -0.832 1.832 2.485
H 0.180 2.603 1.376
C 2.348 -0.994 0.343
C 1.044 -0.540 -0.308
C 0.761 -1.328 -1.590
O 1.158 0.842 -0.581
H 2.527 -0.428 1.252
H 3.175 -0.816 -0.340
H 2.303 -2.052 0.584
H 0.217 -0.712 0.399
H -0.188 -1.012 -2.020
H 1.552 -1.145 -2.315
H 0.711 -2.392 -1.375
H 0.268 1.224 -0.639
*
```

***

5.
DFT (ωB97M-V/def2-TZVPD) results for 2 unconnected molecules or ions with the total composition C2HBrClF2NO2 at a distorted geometry.

Properties
Orbital gap: 9.281 eV
E: -95670.85330 eV
SMILES string: FC(F)=NOBr.O=CCl

```
! wB97M-V def2-TZVPD RIJCOSX def2/J DEFGRID3
* xyz 0 1
F -1.218 -0.418 1.987
C -0.986 -0.838 0.821
F -1.046 0.211 0.005
N -0.756 -2.015 0.470
O -0.296 -2.202 -0.784
Br -0.432 -3.819 -1.519
O 2.020 1.953 0.724
C 1.374 2.213 -0.222
Cl -0.255 2.843 -0.213
H 1.594 2.073 -1.269
*
```

***

6.
DFT (ωB97M-V/def2-TZVPD) results for C3H5NOS2 in the gas phase at a distorted geometry.

Properties
Orbital gap: 7.849 eV
E: -28398.19350 eV
SMILES string: OC/C(C=S)=N\S

```
! wB97M-V def2-TZVPD RIJCOSX def2/J DEFGRID3
* xyz 0 1
O -0.280 1.947 -0.560
C 0.237 1.125 0.428
C 0.270 -0.358 -0.046
C 1.517 -1.040 -0.260
S 2.992 -0.396 -0.007
N -0.716 -1.138 -0.256
S -2.312 -0.611 0.053
H -1.214 1.738 -0.691
H 1.262 1.418 0.743
H -0.311 1.176 1.400
H 1.460 -2.063 -0.666
H -2.905 -1.798 -0.139
*
```